1.
The molecule C2H5N3 at a distorted geometry, computed with ωB97M-V with the def2-TZVPD basis set.

Summary:
- max |F| (eV/A) = 2.5
- ΔE to the lowest compared entry with this formula, charge and spin (kJ/mol) = 201.4
- SMILES string = [H]/N=C/C/N=N/[H]
- E (Ha) = -243.38526
- orbital gap (eV) = 10.0
- multiplicity = 1

XYZ file:
```
10
Properties=species:S:1:pos:R:3:lowdin_charge:R:1
H -0.204 -0.870 -1.447 0.1436
H -0.321 0.813 -1.133 0.0972
C 1.090 -0.177 0.345 -0.2368
H -3.010 0.352 0.704 0.0544
H 2.947 0.376 0.560 0.0330
C -0.161 -0.114 -0.569 -0.2507
N -2.223 0.470 0.056 0.0542
N -1.301 -0.345 0.267 -0.1075
H 1.064 -0.990 1.203 0.1359
N 2.118 0.486 0.015 0.0765
```

=====

2.
A cluster of 5 separate species, C19H52O20P5 in total at a distorted geometry, computed with ωB97M-V with the def2-TZVPD basis set.

Summary:
- max |F| (eV/A) = 8.2
- E (Ha) = -3966.51510
- orbital gap (eV) = 2.4
- net charge = -1
- multiplicity = 1

XYZ file:
```
96
Properties=species:S:1:pos:R:3:lowdin_charge:R:1
C -1.214 -1.023 -0.742 -0.3839
H 3.232 -0.640 -4.218 0.0994
O -1.354 -4.036 -1.933 0.0564
O -3.219 1.916 3.769 -0.2988
H 8.336 -3.863 5.403 0.0813
H -2.004 -0.321 -0.996 0.0485
C -2.313 -6.766 -8.128 -0.1245
H 5.107 -1.844 -2.261 0.0713
O -2.855 -6.410 -3.936 -0.2360
H -2.917 9.354 -0.118 0.0908
H -4.342 10.911 3.457 0.0833
C -3.197 10.363 0.183 -0.0989
H 0.893 -1.842 -4.411 0.0600
C -1.750 -2.379 -0.223 -0.1723
H -1.879 -7.757 -8.012 0.0805
H -5.086 2.716 4.128 0.0801
H -2.322 5.072 1.744 0.0824
H -2.680 -2.161 0.306 0.0962
H -4.355 9.128 3.323 0.0933
O -1.868 8.297 2.132 -0.2439
C 5.991 0.195 3.155 -0.1189
O -2.034 -5.947 -7.003 -0.2491
C 3.393 -3.133 -2.385 -0.5585
H -4.204 9.922 4.910 0.0913
H -1.356 0.806 4.710 0.0793
H 6.230 0.340 4.214 0.0824
O 3.083 -2.574 -3.580 -0.0527
H 0.800 11.144 2.235 0.0823
H -1.042 -1.656 -3.107 -0.0216
H 2.947 -0.780 -2.485 0.0842
H 9.612 -4.492 4.361 0.0888
H -3.389 -6.838 -8.290 0.0907
H -3.453 -9.038 -4.274 0.0829
C -2.108 -3.384 -1.280 -0.5202
H 5.339 -3.557 -1.760 0.0811
C 5.136 -2.934 4.697 -0.1000
O -2.960 10.593 1.568 -0.2962
H -3.667 -3.489 -2.389 0.1064
H -0.059 0.122 3.729 0.0906
O -2.864 -7.847 -5.848 -0.2933
H -1.749 -0.296 3.356 0.0952
H -4.757 -8.048 -4.991 0.0864
H 0.825 11.416 0.485 0.0871
H -1.760 -6.523 -2.182 0.0867
P -2.537 2.217 2.308 0.5996
O 5.826 -1.205 2.857 -0.2674
C 8.597 -4.097 4.374 -0.1229
H 5.017 -3.695 5.469 0.0889
C 4.692 -2.688 -1.723 0.0094
O 6.796 -3.190 2.044 -0.2393
H -1.109 -2.842 0.522 0.1073
H 7.909 -4.838 3.966 0.0945
C -3.939 9.984 3.856 -0.1099
P -2.823 -6.231 -5.588 0.5773
H -0.941 -7.221 -3.598 0.0869
H -0.438 0.319 -2.552 -0.0493
H 4.480 -2.450 -0.688 0.0818
O -4.141 -5.580 -5.823 -0.2642
H -4.833 1.050 4.662 0.0861
O 2.705 -3.978 -1.885 0.1021
H 1.086 -0.455 -1.400 -0.0426
H 1.001 -0.108 -4.354 0.0513
H -2.956 4.887 3.402 0.0850
P -1.777 9.767 2.333 0.5863
O -2.957 1.252 1.262 -0.2303
O -2.516 9.967 3.788 -0.2584
C -3.196 4.805 2.338 -0.1143
H -1.846 -6.288 -8.989 0.0881
O 8.600 -2.930 3.563 -0.2780
H 0.533 -2.370 -1.860 -0.0155
H -4.115 -9.455 -5.860 0.0836
C 1.181 -1.010 -3.763 -0.3770
H 4.600 -2.040 5.014 0.0839
H -0.419 12.206 1.476 0.0859
C 0.179 11.298 1.352 -0.1111
O -3.469 -3.582 -1.454 0.0541
O -1.098 1.590 2.800 -0.2552
H -1.070 -5.456 -3.397 0.0644
H -4.003 5.495 2.103 0.0823
C -4.627 1.762 3.862 -0.1135
C -3.856 -8.625 -5.200 -0.1154
H -4.262 10.502 0.000 0.0895
H 6.779 0.629 2.538 0.0798
H -2.651 11.096 -0.411 0.0836
P -0.003 -1.073 -2.230 0.3566
H -0.661 -0.574 0.084 0.0454
O 6.528 -2.649 4.583 -0.3081
H -5.060 1.384 2.936 0.0890
C -1.572 -6.397 -3.242 -0.0983
H 4.718 -3.311 3.765 0.0942
O -3.633 3.465 2.019 -0.2527
H 5.054 0.700 2.931 0.0898
C -1.082 0.494 3.704 -0.1139
O -0.672 10.155 1.124 -0.2460
C 2.658 -1.178 -3.459 -0.2635
P 7.157 -2.225 3.130 0.6495
```

=====

3.
A structure of composition C19H43O2P3STi at a distorted geometry, computed with ωB97M-V with the def2-TZVPD basis set.

Summary:
- max |F| (eV/A) = 2.1
- ΔE to the lowest compared entry with this formula, charge and spin (kJ/mol) = 28.0
- E (Ha) = -3170.94412
- orbital gap (spin up / spin down) (eV) = 7.1 / 4.6
- net charge = +3
- multiplicity = 2

XYZ file:
```
69
Properties=species:S:1:pos:R:3:mulliken_spin:R:1
C 2.744 2.499 1.504 0.0002
C -1.334 2.047 -3.931 0.0754
C -2.373 2.732 -3.274 0.2809
H -2.888 0.535 -0.685 0.0126
H 3.119 3.340 0.907 -0.0002
H 1.179 -2.493 3.395 0.0000
C -0.052 3.113 1.600 0.0003
H 3.128 -0.569 -1.913 0.0003
H 3.471 -3.414 0.028 0.0000
C -2.494 0.974 -1.607 0.1334
H 2.009 -3.042 -0.949 0.0002
H -3.815 2.695 -1.671 0.0066
H 3.957 0.561 -0.816 0.0000
H -0.348 -4.900 0.763 0.0001
H -4.567 0.409 -6.009 0.0001
H -1.773 -4.529 1.788 -0.0001
H 1.225 0.962 4.933 0.0000
P 0.396 -0.223 2.973 0.0003
S -1.703 -3.191 -0.231 0.0004
H -0.514 -2.493 2.868 0.0001
C 0.218 -1.976 3.504 0.0001
H 2.402 1.026 3.602 0.0000
H 3.477 1.683 1.467 0.0001
C -2.435 0.539 -6.177 0.0150
H 4.672 -1.543 1.676 0.0000
H -1.591 1.202 -6.369 0.0019
H -1.971 -5.498 0.281 -0.0001
C 1.258 2.652 -0.907 0.0001
C -0.938 0.793 -3.493 0.0936
H 3.233 -1.588 2.720 0.0000
C -2.995 2.153 -2.159 0.0375
H -0.258 0.104 -4.003 -0.0006
H 2.616 2.838 2.539 0.0002
H -3.326 -1.561 0.423 0.0003
C 1.688 0.384 4.125 -0.0002
H -3.871 2.103 -6.279 -0.0004
P 2.640 -1.118 0.384 0.0026
H -4.064 -3.064 -0.253 0.0001
H -0.052 4.053 1.033 0.0001
C -1.423 -4.680 0.760 -0.0002
Ti 0.114 -0.477 0.329 0.0191
H -1.999 0.044 3.222 -0.0002
H -0.105 -2.021 4.551 -0.0001
O -0.434 -0.226 -1.426 0.1020
H -1.054 2.670 1.565 0.0000
C -3.298 -2.661 0.422 0.0004
H -1.172 1.600 3.392 -0.0001
H 1.773 3.620 -0.905 -0.0007
C -1.122 0.538 3.657 -0.0001
H 1.827 1.952 -1.527 0.0008
H -1.124 0.429 4.749 0.0001
H 2.239 -0.454 4.569 0.0000
H -0.881 2.523 -4.816 -0.0019
P 1.132 1.973 0.792 -0.0045
H 4.612 -1.085 -1.059 0.0000
C 2.488 -2.918 0.034 -0.0002
H -2.203 -0.534 -6.057 -0.0017
H 1.850 -3.388 0.799 0.0000
H 0.223 3.327 2.645 0.0001
C 3.709 -1.059 1.881 0.0000
H 0.261 2.782 -1.343 0.0025
H 3.903 -0.024 2.189 0.0000
C 3.693 -0.492 -0.974 -0.0003
H -2.714 3.714 -3.656 -0.0159
O -0.706 -2.215 0.585 0.0071
H -1.220 0.455 0.718 0.0007
C -3.680 1.035 -6.140 0.0083
C -1.312 0.443 -2.173 0.2237
H -3.445 -3.066 1.431 0.0000
```

=====

4.
A cluster of 2 separate species, C8H13Cl2N in total at a distorted geometry, computed with ωB97M-V with the def2-TZVPD basis set.

Summary:
- max |F| (eV/A) = 3.6
- E (Ha) = -1287.52225
- orbital gap (spin up / spin down) (eV) = 8.4 / 7.4
- multiplicity = 3

XYZ file:
```
24
Properties=species:S:1:pos:R:3:mulliken_spin:R:1
H 2.652 -0.809 -0.606 -0.0006
H -1.667 0.499 1.737 0.0097
Cl -0.615 -4.314 2.961 0.0575
C -0.981 1.386 1.668 0.0500
H -0.082 -2.238 3.726 0.0161
C 2.218 -0.391 -1.609 0.0252
N 0.851 0.737 0.047 0.7884
C -0.092 -1.986 1.661 0.8972
C -1.236 1.263 -1.047 0.0088
Cl -0.272 -2.445 0.001 0.1205
H -0.021 2.606 0.046 0.0419
C -0.266 1.542 0.223 0.0091
C 0.864 0.101 -1.150 -0.0747
H 0.339 -0.885 -0.823 0.1379
H -1.578 2.258 1.647 -0.0066
H -0.705 0.060 -2.717 0.0011
H -1.791 2.151 -1.282 -0.0019
H 0.146 1.601 -2.583 0.0050
H 3.022 0.150 -2.060 0.0004
C -0.218 0.703 -2.005 0.0261
H 1.791 -1.126 -2.212 -0.0062
C -0.179 -2.679 2.757 -0.1072
H -0.212 1.358 2.473 0.0014
H -1.970 0.458 -0.852 0.0011
```

=====

Question: Number 2 is which compound?
Answer: C19H52O20P5